Here is C51H55NO4PS3TeTi as an isolated structure from OMol25. Energies are from ωB97M-V/def2-TZVPD.

XYZ file:
```
117
C51H55NO4PS3TeTi | OMol25 | ωB97M-V/def2-TZVPD
Ti 0.2723 -0.7701 -0.9857
C 2.6390 3.0977 0.1204
C 3.9062 2.5562 -0.5395
S 3.7586 0.8315 -1.0498
C 5.2707 0.1392 -0.3525
C 5.3815 0.1052 1.1715
S 3.9355 -0.5782 2.0278
C 3.6024 0.7281 3.2271
C 3.2343 2.1109 2.6816
S 1.9233 2.0955 1.4379
H 2.8318 4.1083 0.4896
H 1.8323 3.1661 -0.6139
H 4.1323 3.1723 -1.4116
H 4.7528 2.6448 0.1421
H 5.3279 -0.8721 -0.7459
H 6.1310 0.6811 -0.7532
H 5.5506 1.1100 1.5598
H 6.2582 -0.4895 1.4349
H 2.7903 0.3394 3.8440
H 4.4713 0.8348 3.8816
H 2.9198 2.7294 3.5245
H 4.1181 2.5886 2.2578
O -0.7261 -4.0459 -3.2764
C -0.0877 -3.2005 -2.6949
O -0.6159 -2.1938 -2.0358
C 1.4385 -3.2214 -2.6993
P 2.0695 -2.7480 -1.0459
C 3.8577 -3.0647 -1.1595
C 4.5872 -3.4250 -0.0287
C 5.9636 -3.5708 -0.1048
C 6.6244 -3.3538 -1.3065
C 5.9045 -3.0001 -2.4385
C 4.5267 -2.8531 -2.3653
C 1.4711 -4.0565 0.0644
C 1.0305 -5.2984 -0.3898
C 0.5868 -6.2488 0.5152
C 0.5942 -5.9763 1.8767
C 1.0383 -4.7469 2.3347
C 1.4642 -3.7860 1.4300
H 1.7485 -2.4267 -3.3870
H 1.8135 -4.1789 -3.0641
H 4.0853 -3.6034 0.9139
H 6.5191 -3.8557 0.7787
H 7.6987 -3.4683 -1.3620
H 6.4116 -2.8352 -3.3789
H 3.9781 -2.5683 -3.2519
H 1.0056 -5.5238 -1.4471
H 0.2261 -7.2026 0.1534
H 0.2346 -6.7174 2.5776
H 1.0264 -4.5225 3.3928
H 1.7739 -2.8085 1.7838
C -5.1750 6.4965 3.1199
C -4.4339 5.5394 2.2299
C -4.8781 5.2617 0.9443
C -4.2025 4.3804 0.1086
C -4.7661 4.1092 -1.2607
C -3.0414 3.7609 0.5869
Te -1.9143 2.6045 -0.8791
N -0.1142 1.2422 -1.2954
C 0.3896 1.0993 -2.5038
O 1.0465 0.0265 -2.7636
C 0.1704 2.0788 -3.6156
C 0.1962 3.4477 -3.3803
C -0.0428 4.3359 -4.4191
C -0.3197 3.8500 -5.6897
C -0.3307 2.4817 -5.9304
C -0.0727 1.5951 -4.8964
C -2.9978 0.8592 -0.4562
C -3.4440 0.6608 0.8485
C -4.2132 -0.4448 1.1640
C -4.5325 -1.3580 0.1706
C -4.0902 -1.1532 -1.1232
C -3.3232 -0.0421 -1.4722
C -2.9042 0.1152 -2.9046
C -2.5860 4.0017 1.8790
C -1.3977 3.3070 2.4761
C -3.2935 4.8947 2.6801
H -5.9864 6.9861 2.5834
H -4.5103 7.2695 3.5062
H -5.6063 5.9810 3.9789
H -5.7792 5.7405 0.5795
H -5.7504 4.5644 -1.3573
H -4.8747 3.0383 -1.4453
H -4.1331 4.5108 -2.0548
H 0.4244 3.8242 -2.3887
H -0.0137 5.4012 -4.2369
H -0.5184 4.5413 -6.4980
H -0.5371 2.1055 -6.9228
H -0.0582 0.5271 -5.0694
H -3.1987 1.3779 1.6212
H -4.5423 -0.6029 2.1820
H -5.1154 -2.2367 0.4081
H -4.3350 -1.8722 -1.8950
H -3.6714 -0.2966 -3.5608
H -1.9844 -0.4390 -3.1015
H -2.7458 1.1586 -3.1877
H -0.8412 2.7127 1.7510
H -1.7147 2.6354 3.2768
H -0.6981 4.0227 2.9092
H -2.9413 5.0814 3.6889
C -0.3993 -0.4784 3.0543
C -0.8171 -1.3488 1.9236
O -0.3060 -1.0628 0.7421
C -1.6799 -2.4693 2.0379
C -2.0166 -3.2625 0.9204
C -2.8538 -4.3482 1.0613
C -3.3929 -4.6845 2.3019
C -3.0737 -3.9095 3.4126
C -2.2312 -2.8209 3.2898
H 0.2862 0.2819 2.6843
H 0.1006 -1.0434 3.8484
H -1.2512 0.0254 3.5216
H -1.6286 -3.0141 -0.0576
H -3.0927 -4.9437 0.1888
H -4.0518 -5.5362 2.4016
H -3.4848 -4.1587 4.3828
H -1.9941 -2.2358 4.1687
```

LUMO level (spin up / spin down)   0.283 / -1.111 eV
Expectation value of S²   3.788
2S+1   4
Relative energy (zero: lowest compared OMol25 entry of this formula, charge and spin)   0.1335 eV